# 1
{
  "formula": "C32H49Br3F9NO6SSi",
  "method": "ωB97M-V/def2-TZVPD",
  "species": ["C", "C", "C", "C", "C", "C", "C", "C", "C", "C", "C", "O", "Si", "C", "C", "C", "C", "O", "N", "C", "C", "C", "C", "F", "F", "C", "F", "F", "S", "F", "F", "F", "F", "F", "C", "Br", "C", "C", "Br", "C", "Br", "H", "H", "H", "H", "H", "H", "H", "H", "H", "H", "H", "H", "H", "H", "H", "H", "H", "H", "H", "H", "H", "H", "H", "H", "H", "H", "H", "H", "H", "H", "H", "H", "H", "O", "C", "O", "C", "C", "C", "H", "H", "H", "H", "H", "H", "H", "H", "O", "C", "O", "C", "C", "C", "H", "H", "H", "H", "H", "H", "H", "H"],
  "xyz": [[-4.830022, -0.050666, -3.162395], [-5.142685, -0.198348, -1.695884], [-6.486166, -0.060838, -1.302859], [-6.874256, -0.241712, 0.021319], [-5.903776, -0.572290, 0.966447], [-4.561178, -0.699523, 0.586419], [-4.148284, -0.505518, -0.736543], [-2.709007, -0.648553, -1.218615], [-1.604381, -0.920601, -0.172776], [-1.754015, -2.243521, 0.600402], [-2.624909, -3.306500, -0.051988], [-2.113789, -3.657237, -1.320428], [-3.084931, -4.415108, -2.437599], [-4.912233, -4.330025, -2.048303], [-2.801126, -3.506581, -4.060023], [-2.610342, -6.211584, -2.717268], [-1.570802, 0.325479, 0.732824], [-2.031298, 0.467343, 1.821210], [-0.878209, 1.338758, 0.061352], [0.285345, 0.743719, -0.675057], [1.571244, 0.770114, 0.183796], [2.527582, 1.964760, 0.203819], [2.273852, 2.876680, 1.389750], [1.092193, 3.510352, 1.345520], [2.211214, 2.068148, 2.489542], [3.416177, 3.878820, 1.731089], [3.296140, 4.212697, 3.016885], [4.584196, 3.269428, 1.576717], [3.437676, 5.518180, 0.773096], [2.154348, 5.969135, 1.557831], [2.547049, 4.904615, -0.372287], [4.731883, 5.089048, -0.042264], [4.370107, 6.145708, 1.886192], [3.436298, 6.891843, 0.015379], [0.452297, 1.407282, -2.057844], [0.302810, 3.340804, -1.886567], [-0.461611, 0.879664, -3.203913], [0.363490, 0.594815, -4.451035], [-1.837935, 2.168142, -3.739508], [-0.142369, -0.757948, -0.637986], [0.570306, -1.906914, -2.025298], [-3.837055, 0.330430, -3.352034], [-5.580784, 0.551127, -3.659407], [-4.871749, -1.040846, -3.621946], [-7.231274, 0.191136, -2.041667], [-7.904300, -0.127264, 0.318933], [-6.183139, -0.730352, 1.996401], [-3.843893, -0.938987, 1.346447], [-2.691927, -1.420700, -1.984694], [-2.468923, 0.277126, -1.732577], [-0.776901, -2.701527, 0.741477], [-2.127879, -2.049626, 1.601268], [-2.615757, -4.171557, 0.614101], [-3.652123, -2.949828, -0.082538], [-5.234564, -4.872030, -1.165297], [-5.435174, -4.689256, -2.931303], [-5.210267, -3.286585, -1.930075], [-3.372164, -2.582966, -4.103919], [-1.753396, -3.202166, -4.066927], [-3.001749, -4.127550, -4.925136], [-1.530396, -6.323640, -2.715390], [-3.058354, -6.835444, -1.949249], [-3.005885, -6.490606, -3.688486], [-0.518392, 1.944019, 0.796872], [1.265822, 0.519368, 1.194767], [2.162026, -0.071485, -0.172587], [2.600744, 2.508855, -0.729158], [3.517650, 1.556409, 0.380390], [1.473814, 1.264229, -2.388847], [-1.002820, -0.011688, -2.937439], [1.196643, -0.054638, -4.201913], [0.692361, 1.518657, -4.913738], [-0.271590, 0.086098, -5.170313], [0.384749, -1.125655, 0.234159], [-0.706239, -1.713082, 4.937309], [-0.642257, -0.518811, 5.034151], [0.553608, 0.034770, 5.335031], [0.779555, 1.446417, 5.325910], [0.373638, 2.107574, 6.626561], [-1.858626, 0.363099, 4.880790], [0.297319, 1.901029, 4.459445], [1.852656, 1.555044, 5.177664], [-0.693743, 1.998711, 6.818624], [0.611420, 3.171334, 6.600539], [0.905590, 1.649885, 7.460718], [-2.404245, 0.361041, 5.824236], [-2.487538, -0.064724, 4.105717], [-1.639200, 1.388905, 4.598486], [4.975019, -0.246517, -1.376359], [6.043207, 0.068753, -0.924402], [7.122595, -0.665290, -1.242189], [8.451939, -0.296536, -0.863417], [8.791561, -0.745976, 0.542497], [6.169359, 1.227480, 0.035659], [8.607454, 0.773905, -1.006022], [9.093092, -0.805856, -1.580144], [8.151145, -0.270658, 1.285475], [9.827709, -0.502318, 0.777285], [8.656755, -1.823528, 0.633335], [5.881769, 0.885196, 1.029244], [5.475901, 1.995610, -0.289816], [7.156322, 1.679420, 0.090344]],
  "forces_ev_per_angstrom": [[-0.02, -0.63, 0.28], [-0.34, 0.16, 0.29], [0.64, -0.16, 0.46], [0.70, -0.12, 0.01], [0.26, 0.07, -0.59], [-0.63, 0.21, -0.27], [-0.62, -0.05, -0.03], [-0.22, 0.06, 0.05], [-0.22, 0.25, -0.14], [0.01, -0.17, -0.21], [0.21, 0.22, 0.70], [-0.48, -0.18, -0.01], [-0.09, -0.27, -0.89], [0.35, 0.50, 0.08], [0.35, 0.11, 0.70], [-0.09, 0.73, 0.38], [0.31, -0.04, -1.38], [-0.53, 0.01, 1.23], [1.17, -0.51, 0.87], [-1.09, 0.18, 0.05], [0.06, 0.06, -0.72], [0.15, 0.04, 0.34], [0.25, -0.64, -0.37], [-0.38, 0.29, -0.01], [0.15, 0.03, 0.38], [-0.50, 0.37, 0.17], [-0.05, 0.12, 0.24], [0.45, -0.18, 0.00], [0.43, -0.22, 0.01], [-0.29, 0.15, 0.17], [-0.21, -0.04, -0.26], [0.06, -0.01, -0.09], [0.07, 0.10, 0.07], [0.04, 0.11, -0.04], [-0.44, -0.24, -0.03], [0.53, 0.14, 0.29], [0.52, 0.75, -0.45], [-0.47, -0.08, -0.02], [-0.50, -0.45, -0.20], [0.14, -0.19, 0.12], [-0.03, 0.00, -0.03], [0.05, 0.28, -0.09], [-0.01, 0.24, -0.09], [-0.01, -0.08, -0.12], [-0.04, 0.03, -0.17], [-0.14, 0.00, -0.01], [0.01, -0.01, 0.13], [0.14, -0.01, 0.17], [0.19, -0.20, -0.05], [0.00, 0.18, 0.05], [0.21, 0.06, 0.00], [-0.13, 0.07, 0.18], [0.00, -0.17, 0.03], [-0.15, -0.06, -0.31], [-0.07, -0.18, 0.06], [-0.14, -0.24, -0.06], [-0.07, 0.12, 0.10], [-0.21, 0.05, -0.14], [0.16, -0.07, -0.19], [-0.09, -0.02, -0.19], [0.14, -0.17, -0.02], [0.07, -0.25, 0.06], [-0.04, -0.22, -0.16], [-0.41, 0.60, -0.39], [0.04, -0.05, 0.18], [0.15, -0.10, -0.08], [-0.20, 0.14, -0.08], [0.06, -0.10, 0.03], [0.19, -0.13, -0.01], [-0.06, -0.01, 0.23], [0.18, 0.00, -0.04], [0.28, 0.13, 0.04], [0.01, -0.10, -0.16], [0.20, -0.23, 0.00], [0.03, -0.08, -0.02], [-0.16, 0.10, 0.02], [0.13, -0.08, -0.05], [0.00, 0.18, 0.00], [-0.09, -0.13, 0.06], [0.04, 0.07, -0.15], [-0.04, 0.02, 0.04], [0.01, -0.08, -0.02], [-0.02, 0.04, -0.05], [0.02, 0.00, -0.01], [0.04, 0.02, -0.01], [0.02, -0.01, 0.04], [0.00, -0.06, 0.10], [-0.01, -0.01, 0.07], [-0.11, -0.01, -0.02], [0.00, -0.03, 0.16], [-0.07, -0.04, -0.17], [0.19, 0.03, 0.12], [-0.13, -0.03, 0.03], [0.26, 0.17, -0.25], [-0.04, 0.00, 0.03], [-0.06, -0.03, -0.05], [0.03, 0.06, 0.00], [0.01, 0.00, -0.02], [0.04, -0.01, -0.02], [-0.01, 0.00, 0.02], [-0.05, -0.03, 0.03], [0.03, -0.11, 0.07]],
  "e_homo_ev": -8.73,
  "energy_ev": -301053.1759,
  "fmax_ha_per_bohr": 0.0300,
  "homo_lumo_gap_ev": 9.0,
  "charge": 0,
  "molar_mass_g_mol": 1014.59
}

***

# 2
{
  "formula": "C5H9ClO2",
  "method": "ωB97M-V/def2-TZVPD",
  "species": ["C", "C", "C", "O", "C", "Cl", "C", "O", "H", "H", "H", "H", "H", "H", "H", "H", "H"],
  "xyz": [[0.556444, 2.065701, 0.192646], [0.277658, 0.581590, 0.136767], [1.420012, -0.314848, 0.424757], [1.792504, -1.174794, -0.689118], [-0.955836, 0.072339, -0.061313], [-2.314199, 1.117647, -0.339730], [-1.258233, -1.433342, -0.307301], [-2.327295, -1.884930, 0.503201], [1.027005, 2.381997, 1.145413], [1.229994, 2.241535, -0.631644], [-0.312864, 2.653612, -0.015471], [2.262372, 0.349741, 0.712352], [1.241050, -1.081167, 1.210132], [2.355530, -0.690807, -1.283209], [-0.343762, -1.990902, -0.015467], [-1.554720, -1.588870, -1.367115], [-3.095657, -1.304508, 0.385108]],
  "forces_ev_per_angstrom": [[0.35, -0.71, 0.19], [-2.13, 0.28, 0.66], [1.28, -1.15, -0.20], [-0.26, 0.25, 0.62], [1.19, -0.87, -0.78], [-0.33, -0.06, 0.00], [-0.08, 1.13, 0.47], [-0.14, -0.06, 0.30], [-0.22, -0.21, -0.54], [0.63, 0.41, -0.17], [-0.49, 0.30, 0.15], [-0.21, -0.70, 0.01], [-0.08, 0.95, -0.13], [0.27, 0.33, -0.41], [-0.82, 0.12, -0.49], [0.68, 0.13, 0.40], [0.35, -0.14, -0.08]],
  "de_lowest_kcal_mol": 36.1,
  "e_homo_ev": -9.26,
  "energy_ev": -21947.2402,
  "fmax_ha_per_bohr": 0.0437,
  "homo_lumo_gap_ev": 9.8,
  "charge": 0,
  "molar_mass_g_mol": 136.58
}

***

# 3
{
  "formula": "C4H11NO2",
  "method": "ωB97M-V/def2-TZVPD",
  "species": ["C", "C", "N", "O", "O", "H", "H", "H", "H", "H", "H", "H", "C", "C", "H", "H", "H", "H"],
  "xyz": [[1.129135, -0.267672, -0.400312], [1.230891, -1.792606, -0.321702], [1.173260, 0.301464, 0.936412], [2.239614, 0.262022, -1.141268], [-0.045759, 0.077802, -1.041944], [2.031281, 0.150624, -2.073877], [-0.811212, 0.940898, -0.565057], [1.349556, 1.298244, 0.848902], [1.963528, -0.077968, 1.445875], [0.471276, -2.175716, 0.358278], [1.056032, -2.209579, -1.312038], [2.220105, -2.093597, 0.023479], [-2.260200, 0.965616, -0.127836], [-2.377475, 1.007293, 1.198764], [-1.699293, 0.430526, 1.816343], [-2.907044, 1.524880, -0.790161], [-1.661070, 0.024353, -0.561656], [-3.102626, 1.633417, 1.707798]],
  "forces_ev_per_angstrom": [[0.20, 0.25, 0.25], [-0.09, 0.24, -0.03], [0.01, -0.04, -0.15], [-0.02, -0.06, 0.23], [-0.97, 2.00, 0.58], [-0.07, 0.00, -0.06], [3.26, -2.41, -1.12], [-0.02, -0.01, -0.04], [-0.02, -0.04, -0.03], [-0.01, -0.01, -0.01], [0.04, -0.02, -0.02], [-0.02, 0.04, -0.01], [-0.51, -1.92, -0.33], [0.21, 0.26, -0.04], [-0.09, -0.13, 0.03], [-0.03, 0.06, 0.01], [-2.01, 1.67, 0.80], [0.13, 0.12, -0.04]],
  "de_lowest_kcal_mol": 81.7,
  "e_homo_ev": -9.83,
  "energy_ev": -9908.6972,
  "fmax_ha_per_bohr": 0.0818,
  "homo_lumo_gap_ev": 10.4,
  "charge": 0,
  "molar_mass_g_mol": 105.14
}